No. 1
C3H2N2 | ωB97M-V/def2-TZVPD

Kohn-Sham gap (alpha / beta): 0.273 / 0.301 Ha
⟨S²⟩: 2.06
2S+1: 3
charge: 0
HOMO (alpha / beta): -7.1 / -10.3 eV
molecular weight: 66.06 g/mol
total energy: -6117.308 eV

Element x y z (Å)
N (-2.1702, -0.0870, 0.0015)
N (-3.3302, -0.4125, 0.0544)
C (1.6532, -0.0294, -0.0138)
C (0.3458, 0.1731, 0.2456)
C (-0.8744, 0.3492, 0.0335)
H (2.4294, 0.1447, 0.7156)
H (1.9463, -0.1381, -1.0368)



No. 2
C3H7N3O3 | ωB97M-V/def2-TZVPD

Kohn-Sham gap: 0.377 Ha
2S+1: 1
charge: 0
HOMO: -9.5 eV
SMILES: NC(=O)C(N)(O)C(N)=O
molecular weight: 133.11 g/mol
total energy: -13838.173 eV

Element x y z (Å)
O (-1.8711, -0.3923, -1.3009)
O (-0.1772, -1.8705, 0.1453)
O (1.1319, 1.3498, -0.3504)
N (2.0029, -0.7001, -0.8265)
N (-1.4775, 1.5666, -0.2310)
N (-0.2981, -0.1795, 1.7686)
C (1.1437, 0.1157, -0.2141)
C (-0.1055, -0.5006, 0.3742)
C (-1.1896, 0.2979, -0.5694)
H (-1.0027, -2.0076, -0.3580)
H (2.7858, -0.3246, -1.3364)
H (-0.7383, 2.1226, 0.1753)
H (0.4021, -0.6432, 2.3365)
H (1.8079, -1.6892, -0.8194)
H (-0.2146, 0.8141, 1.9563)
H (-2.1996, 2.0409, -0.7505)



No. 3
C9H9F3I2O4SScYb | ωB97M-V/def2-TZVPD

Kohn-Sham gap (alpha / beta): 0.250 / 0.199 Ha
⟨S²⟩: 0.76
2S+1: 2
charge: +4
HOMO (alpha / beta): -22.4 / -22.4 eV
molecular weight: 742.03 g/mol
total energy: -105040.822 eV

Element x y z (Å)
Yb (0.1107, 0.2814, 2.6240)
I (-0.0911, -3.6747, -1.0477)
I (0.7643, -4.8466, -3.2493)
Sc (1.7242, -0.8486, -0.3987)
S (-0.6071, -0.7868, 0.3876)
F (1.3131, -1.6333, 2.8551)
F (3.4310, -1.1867, 2.4712)
F (2.3004, -2.3891, 1.0662)
O (1.9571, 2.5946, -0.1855)
O (0.1351, 3.7919, 1.9263)
O (3.2867, 1.8771, 2.4697)
O (4.8468, 0.4695, 0.3942)
C (0.0443, 2.6544, 2.0729)
C (-1.4566, 1.3721, -1.3345)
C (-3.1951, 0.0045, -0.0891)
C (2.2248, -1.1459, 1.8497)
C (1.7356, 1.4511, -0.1797)
C (3.8550, 0.0054, 0.0254)
C (-1.9946, -0.9616, -2.0807)
C (-1.9086, -0.0103, -0.8971)
C (2.2536, 1.3586, 2.5141)
H (-4.0299, 0.3713, -0.6995)
H (-1.2717, 2.0445, -0.4869)
H (-3.1230, 0.6583, 0.7953)
H (-1.0573, -0.9961, -2.6424)
H (-2.2434, 1.8237, -1.9735)
H (-3.4478, -1.0083, 0.2603)
H (-2.2115, -1.9891, -1.7585)
H (-0.5459, 1.3344, -1.9439)
H (-2.7988, -0.6160, -2.7452)